*A*
DFT (ωB97M-V/def2-TZVPD) results for 10 unconnected molecules or ions with the total composition C46H52N9O18.

Last column: Löwdin charge in e.
Geometry (Å):
H1 -21.1619 17.3807 -31.4284  0.034
H2 -23.7689 10.2493 -25.7196  0.106
O1 -25.6318 17.5692 -31.6077  0.049
C1 -23.6028 15.6377 -32.5728  0.084
N1 -18.7822 5.7004 -25.0156  -0.386
C2 -24.1365 10.5590 -23.0762  -0.402
H3 -27.7549 11.2643 -28.2592  0.075
H4 -21.6364 13.6104 -28.9207  -0.056
H5 -21.7305 8.8718 -27.2865  0.045
C3 -16.7454 10.9246 -30.6996  -0.015
O2 -22.0644 11.3819 -28.6278  -0.054
O3 -20.1058 14.4165 -23.0074  0.016
H6 -25.2807 15.2262 -28.6352  0.034
O4 -26.4541 14.9882 -22.8490  0.087
C4 -23.8533 16.9830 -33.0929  -0.149
C5 -21.2108 6.5883 -32.8285  -0.038
N2 -25.1617 17.6162 -32.7724  -0.328
H7 -18.4423 14.9619 -27.6795  0.096
C6 -25.4152 13.4464 -27.6434  -0.105
C7 -25.9827 15.6886 -26.5273  0.086
O5 -26.6021 16.9243 -23.9783  -0.026
H8 -25.7627 12.9876 -24.1261  0.038
H9 -23.5945 5.5370 -25.3784  0.037
C8 -17.1215 12.9712 -25.9359  -0.052
C9 -19.0983 12.0243 -31.2334  -0.259
H10 -16.3655 10.5641 -31.6141  0.068
H11 -16.4650 10.2753 -29.9125  0.067
H12 -25.0986 12.2419 -31.2026  0.141
C10 -20.2778 7.6280 -26.1023  0.030
C11 -17.8209 12.3714 -27.1573  -0.113
H13 -21.7785 14.1981 -32.3664  0.021
C12 -26.0504 14.9733 -25.1747  -0.078
H14 -25.3013 10.5581 -28.9954  0.078
H15 -22.1674 12.6005 -22.9113  0.037
H16 -17.2049 11.9110 -27.8827  0.068
C13 -19.1466 12.4154 -27.4097  -0.038
C14 -20.5857 15.8616 -28.3410  -0.032
C15 -27.7181 11.8200 -29.1974  -0.077
H17 -21.1229 12.8494 -26.3231  0.059
N3 -26.5951 11.6063 -30.0811  -0.212
C16 -22.9024 10.5751 -24.9749  -0.044
H18 -22.2244 11.1117 -25.7069  0.068
C17 -17.9856 13.7267 -25.1002  -0.026
C18 -25.8391 13.4439 -25.0643  0.038
O6 -22.1112 13.3733 -29.5725  0.115
C19 -20.6134 16.9843 -30.6554  -0.041
H19 -23.7373 7.5594 -26.7922  0.100
C20 -21.7033 9.0114 -32.2139  0.004
N4 -24.0180 6.4225 -30.0072  -0.406
O7 -18.6797 12.9578 -31.8671  0.035
O8 -17.9266 6.5902 -24.9597  0.036
N5 -16.9375 15.5327 -30.0292  -0.362
H20 -16.4280 11.9190 -30.5778  0.060
H21 -22.8086 9.2638 -30.2690  0.008
H22 -20.0232 11.9935 -31.0000  0.044
N6 -20.3987 14.4636 -24.2644  -0.342
H23 -19.9220 10.1381 -29.7763  0.107
H24 -28.6352 11.5114 -29.6957  0.086
C21 -22.8260 17.6821 -33.9337  -0.013
H25 -26.6998 9.5196 -29.6405  0.120
H26 -23.8941 13.2312 -22.7030  0.153
H27 -20.5655 17.4844 -34.7659  0.104
O9 -24.5817 7.1760 -29.2820  0.073
H28 -20.9974 5.8903 -33.4000  -0.019
H29 -19.5124 11.9092 -28.3901  0.110
H30 -20.4872 8.2111 -33.9161  0.083
N7 -26.3061 15.6333 -23.8343  -0.328
C22 -21.5328 8.0092 -26.7471  -0.025
H31 -21.1971 4.5096 -24.5469  0.097
H32 -23.0495 18.6228 -34.5955  0.121
O10 -22.8656 11.6606 -30.7370  -0.070
H33 -20.2320 15.1067 -33.8432  0.081
C23 -20.1190 6.1191 -25.6358  -0.040
H34 -21.4818 10.1673 -32.3842  0.118
C24 -21.1104 7.9616 -33.0741  -0.124
O11 -24.3425 5.2526 -30.2015  0.042
C25 -22.7423 5.9502 -25.6672  -0.046
H35 -21.2388 16.0383 -27.3550  0.129
O12 -25.5700 18.4859 -33.5583  0.036
H36 -22.2332 16.7440 -29.1947  0.063
O13 -24.3637 9.3375 -23.3502  -0.064
C26 -18.3266 15.8793 -29.8086  -0.093
C27 -19.5400 13.6979 -25.1661  -0.129
C28 -22.7604 7.1107 -26.4805  -0.041
O14 -16.4896 14.7611 -29.1850  0.051
O15 -16.3334 16.2880 -30.8020  0.056
C29 -25.6275 12.6625 -26.3970  0.000
H37 -27.6049 12.9325 -28.7750  0.120
C30 -26.0254 12.6833 -30.7021  -0.310
O16 -26.5245 13.8215 -30.7085  -0.025
H38 -18.9447 8.8911 -30.8407  0.093
C31 -19.0670 15.6249 -28.4444  0.044
C32 -21.2609 16.6198 -29.5119  -0.083
H39 -25.4347 10.1034 -30.6295  0.075
H40 -15.9991 12.7613 -25.8275  0.122
H41 -24.8900 12.9290 -28.4522  0.086
C33 -22.6209 8.5063 -30.9402  0.131
H42 -26.0867 16.7700 -26.4543  0.083
C34 -21.4081 5.4196 -25.1637  0.052
H43 -18.3928 16.7162 -31.6671  0.038
C35 -22.4118 12.0590 -29.6231  -0.812
H44 -18.4683 9.4116 -29.2824  0.043
C36 -22.9192 6.9125 -30.8581  -0.076
O17 -21.4227 14.8957 -24.6764  0.068
N8 -23.4040 11.2930 -23.7689  -0.179
H45 -19.3364 8.0629 -26.3033  0.059
C37 -26.0052 10.3922 -29.7778  -0.104
C38 -19.0794 16.6701 -30.9205  0.132
H46 -22.3319 9.6009 -24.5343  0.132
C39 -22.1537 5.9281 -31.7118  0.075
H47 -17.4860 14.4774 -24.2280  0.160
C40 -21.5075 16.9755 -34.3093  -0.047
H48 -25.2570 11.5772 -26.5486  0.099
C41 -22.1963 14.9626 -32.8453  0.002
C42 -25.5369 14.8515 -27.7577  -0.009
H49 -23.1126 13.3719 -24.5007  0.136
C43 -21.2115 15.5600 -33.7454  -0.060
N9 -18.2536 10.9555 -30.7216  -0.151
O18 -18.6991 4.6114 -24.5141  0.063
H50 -22.4944 4.9108 -31.8999  0.085
C44 -20.0822 13.0213 -26.2840  0.044
H51 -24.4438 15.1247 -32.0889  0.090
C45 -18.8746 9.7814 -30.1611  -0.104
C46 -23.0344 12.6904 -23.4587  -0.031
H52 -24.6026 10.9938 -22.2929  0.101

Summary:
charge	-1
Kohn-Sham gap	7.56	eV
LUMO energy	0.657	eV

=====

*B*
DFT (ωB97M-V/def2-TZVPD) results for 10 unconnected molecules or ions with the total composition C46H52N9O18.

Last column: Löwdin charge in e.
Geometry (Å):
H1 -6.1271 1.2800 2.7860  0.112
H2 2.0329 0.4210 0.8700  -0.099
H3 4.2819 -0.9990 2.2600  0.104
C1 -4.8741 -0.3370 4.0220  0.002
C2 -2.5881 -1.9900 -2.2600  0.022
C3 -3.9001 -3.0030 -4.4930  -0.139
H4 7.4209 -0.1990 5.0120  0.128
O1 5.5749 0.4570 5.5250  -0.061
O2 4.2829 -5.7890 -2.7440  0.015
H5 7.6109 -1.1560 1.9800  0.103
C4 -4.1921 0.4680 1.5460  -0.102
C5 -0.6101 4.7010 -0.2200  0.076
N1 3.7239 3.1640 1.1320  -0.300
O3 0.2149 -1.6860 0.0340  -0.002
C6 3.8369 4.8660 -0.8370  0.034
H6 0.0819 4.2650 -0.8650  0.057
H7 -2.9881 3.5070 1.6270  0.024
H8 6.3179 -2.0690 2.0140  0.110
C7 3.7669 5.1750 -2.3160  -0.007
O4 0.6539 6.6880 -1.9990  -0.037
H9 -3.4851 6.0160 2.2470  0.078
N2 -1.4701 1.7330 -4.3170  -0.166
H10 3.5589 1.1750 -1.0170  0.130
C8 3.5729 3.4960 -0.3250  -0.128
H11 -2.5551 -1.7460 -1.2070  0.055
C9 -3.6641 -1.1700 3.9410  -0.079
H12 3.1949 1.6770 -3.4920  0.085
H13 1.6049 1.3000 6.8640  0.076
N3 0.6959 1.2690 4.8470  -0.160
O5 3.5189 2.0340 1.4050  0.083
H14 -1.2301 2.2240 4.1630  0.156
H15 -0.3221 -2.0850 -2.6130  0.042
C10 4.0479 -3.5760 -4.2500  0.091
H16 -1.9701 -7.2610 3.6490  0.089
C11 -2.3931 4.2330 1.3200  -0.041
H17 0.3399 1.0640 2.8290  0.078
C12 -0.5631 2.3340 -5.1060  -0.232
C13 0.6089 -0.5620 0.1920  -0.921
H18 3.2469 4.2740 -4.2690  0.048
H19 -0.7251 -4.0260 0.7160  0.110
O6 -0.5311 2.8380 5.9390  -0.022
H20 4.2529 5.5900 -0.1620  0.086
N4 -4.6341 1.0010 0.2020  -0.324
C14 -2.3221 -6.3300 3.1480  -0.015
C15 3.7019 -2.1840 -4.9570  0.057
O7 2.3419 -5.8060 -1.7430  0.088
C16 -3.9201 -2.3320 -3.0630  0.063
H21 7.4369 -2.0520 3.3550  -0.015
C17 2.7569 -1.2250 -4.1990  -0.137
H22 4.6399 -4.3510 -4.6510  0.052
C18 -5.1511 0.6400 2.7800  0.070
O8 -0.0311 0.4060 0.0560  0.027
C19 4.5669 -0.5310 3.2330  -0.011
N5 6.0019 -0.6540 3.6150  -0.128
H23 -0.3091 -6.1590 2.2050  0.036
C20 -1.2681 -2.6670 -4.3930  -0.037
H24 -1.8711 -1.5110 2.9600  -0.027
H25 -3.3971 0.6860 -4.3640  0.072
C21 1.6539 1.1650 5.8420  -0.074
N6 0.1109 7.1430 -0.8500  -0.336
O9 -5.5301 -2.8290 1.5350  -0.017
C22 2.4639 -2.7290 -2.2470  0.081
O10 -5.8621 1.1230 0.0080  0.050
C23 -3.9681 -4.5240 2.3870  -0.131
H26 4.0309 -2.0520 -5.8740  0.006
C24 -3.6611 -5.7220 3.1010  -0.042
C25 -2.6881 5.7020 1.5740  -0.006
H27 1.6389 0.0470 3.4270  0.024
C26 -0.4041 2.0870 4.9780  -0.315
H28 2.5009 -0.2710 -4.7000  0.104
C27 -2.5971 -3.0430 -5.1650  0.039
O11 3.9079 4.2160 1.9320  0.008
H29 -3.0031 -3.1160 0.8810  -0.001
H30 -2.0671 -0.2480 0.8580  0.104
C28 3.3879 2.5870 -2.7760  -0.020
H31 2.2069 -2.9130 -1.2680  0.065
H32 -0.3751 0.3740 -3.2480  -0.010
H33 1.9339 0.0870 5.9130  0.118
H34 -1.5771 0.7780 -2.4150  0.077
C29 2.3749 -1.4770 -3.0340  -0.167
H35 -0.2701 1.9510 -2.4020  0.141
H36 -1.9451 7.7300 1.3120  0.070
O12 -6.2251 -4.6310 2.6600  0.070
H37 -5.0541 -2.2990 -2.6620  0.128
C30 -2.8971 -3.8540 1.4970  0.106
H38 -2.4791 -3.5470 -6.0380  0.045
H39 4.0089 -0.9050 4.0110  0.057
H40 -0.2941 -2.9450 -5.0010  0.123
C31 6.9199 -1.5080 2.8020  -0.018
H41 -3.3871 2.0700 -3.5780  0.133
C32 3.4729 2.3360 -1.2210  0.022
C33 -1.3511 3.6640 0.5420  -0.007
C34 -2.8371 -0.1760 1.7200  0.078
C35 -2.6001 -0.9700 3.0290  -0.034
H42 0.3699 2.1130 -4.9960  0.067
O13 -1.0731 2.9150 -6.1470  -0.076
H43 -3.1291 1.8450 -5.5070  0.058
H44 -5.5561 -0.4010 4.7610  0.031
C36 -2.8701 1.6230 -4.5340  -0.037
C37 -0.7381 6.2460 -0.1410  -0.079
H45 3.7589 6.0790 -2.7630  0.037
C38 0.7249 0.4370 3.6130  -0.008
H46 2.4549 1.6820 5.7690  0.029
O14 1.9039 -0.3700 0.6910  0.092
O15 0.4379 8.2150 -0.4040  0.080
C39 -1.5001 -4.5790 1.3750  -0.005
C40 -1.2141 -5.7090 2.2180  -0.040
C41 -1.2821 -2.1960 -3.0460  -0.083
C42 -1.7271 6.7350 0.9830  0.055
H47 -3.5861 -1.8380 4.7220  0.067
H48 -1.2751 2.6780 0.4400  0.030
O16 -3.7011 1.2920 -0.6060  0.014
N7 -5.3061 -3.9380 2.2830  -0.290
N8 3.2459 -5.2510 -2.3260  -0.362
H49 1.9669 -0.5690 -2.4800  0.126
O17 -5.0381 -3.5360 -6.3550  0.081
C43 6.3859 -0.1400 4.7290  -0.340
C44 3.5539 4.0250 -3.3080  -0.020
O18 -6.1551 -3.8920 -4.4470  -0.013
N9 -5.1041 -3.4680 -5.1560  -0.329
C45 3.1289 -3.8710 -2.9830  -0.037
H50 4.2739 0.4590 3.0520  0.048
H51 -4.5321 -6.1030 3.7170  0.117
H52 0.1019 -0.5150 3.8410  0.119
C46 -0.8581 1.2040 -3.1330  -0.068

Summary:
charge	-1
Kohn-Sham gap	7.21	eV
LUMO energy	0.463	eV

=====

Stability ranking, top entry: *A*; the second entry is 334.4 kJ/mol less favorable.

=====

*A*
DFT (ωB97M-V/def2-TZVPD) results for 2 unconnected molecules or ions with the total composition C5H15NP.

Last column: Löwdin charge in e.
Geometry (Å):
C1 2.5939 -2.0539 1.4536  -0.132
H1 -0.1969 2.6692 0.4108  0.052
C2 -1.6526 -0.5975 1.5875  -0.245
H2 -0.1731 -0.0288 -2.7357  0.102
C3 -0.9551 0.7509 -2.4652  -0.095
H3 -1.7957 -1.5720 1.9153  0.020
H4 2.6297 -1.4874 2.3548  0.073
H5 -1.1095 -1.8674 -0.4039  0.035
H6 0.4254 -1.1039 0.4307  -0.061
H7 1.2410 1.6713 0.0476  0.064
H8 2.8847 -3.0821 1.4537  0.072
C4 -0.8538 1.0650 -0.9372  -0.431
H9 -1.9055 0.4148 -2.6396  0.045
C5 0.3195 2.1446 -0.3600  -0.028
H10 0.5473 2.8001 -1.2612  0.099
H11 -0.5313 1.6884 -2.8989  0.097
P1 -0.7324 -0.6007 -0.0083  1.084
H12 -1.4335 0.1148 2.4194  0.081
H13 2.6295 -0.6016 0.4086  0.023
H14 -1.7533 1.5217 -0.5869  0.085
N1 2.5095 -1.5849 0.3245  0.004
H15 -2.6879 -0.2606 1.4905  0.056

Summary:
charge	+1
Kohn-Sham gap	10.16	eV
LUMO energy	-3.473	eV

=====

*B*
DFT (ωB97M-V/def2-TZVPD) results for a gas-phase ion, C5H15NP (charge +1).

Last column: Löwdin charge in e.
Geometry (Å):
H1 -3.1630 0.4254 -1.0075  -0.011
C1 -2.2780 -0.0006 1.1392  -0.241
H2 -2.0121 -1.1769 -1.2414  0.044
P1 -1.8195 0.0907 -0.5526  0.841
H3 2.5198 0.0045 1.4217  0.134
H4 0.8481 -2.0769 0.8513  0.131
H5 1.0284 -2.1657 -0.9664  0.109
C2 0.3552 -1.8482 -0.1745  -0.084
H6 -2.5669 1.0144 1.2784  0.049
C3 2.3847 -0.0476 0.3366  -0.017
H7 2.4968 -1.0728 0.1287  0.055
H8 -3.2465 -0.4604 1.2933  0.076
C4 1.0591 1.8370 -0.4951  -0.019
H9 1.9766 2.2950 -0.9330  0.114
H10 3.1842 0.4276 -0.2627  0.123
H11 -1.2385 1.1464 -1.1517  -0.026
C5 1.1298 0.3957 -0.1820  -0.400
H12 0.3683 1.8968 -1.3268  0.063
H13 0.9810 2.3151 0.5132  0.134
H14 -1.4967 -0.3495 1.7706  0.048
H15 -0.6639 -2.2332 -0.0962  0.060
N1 0.1530 -0.4169 -0.3431  -0.183

Summary:
charge	+1
structure (SMILES)	C[PH3][N+](C)=C(C)C
Kohn-Sham gap	10.69	eV
LUMO energy	-3.343	eV

=====

*C*
DFT (ωB97M-V/def2-TZVPD) results for 2 unconnected molecules or ions with the total composition C5H15NP.

Last column: Löwdin charge in e.
Geometry (Å):
C1 -0.1671 -0.6223 0.8332  -0.401
H1 1.7360 1.2278 0.4730  0.194
H2 0.4488 1.8909 1.3068  0.103
H3 1.0695 -1.5339 2.1857  0.101
H4 -0.6877 0.0427 -2.6183  0.056
C2 -0.5761 -1.9532 0.0582  -0.023
C3 1.1812 -0.7147 1.4919  -0.087
N1 0.7240 1.6526 0.3920  0.074
H5 1.4190 0.1272 2.1031  0.069
C4 -0.2372 0.6587 -0.1364  -0.576
H6 1.9940 -0.9313 0.8249  0.095
H7 0.0415 -1.8762 -0.7469  0.023
P1 -1.9487 1.4091 -0.0730  0.908
H8 -2.0017 1.8225 -1.3794  -0.106
H9 0.8292 1.2714 -2.3278  0.038
H10 -0.8680 -0.2625 1.6132  0.115
H11 0.8761 -0.4154 -2.1528  -0.006
H12 -1.5703 -2.0704 -0.1923  0.039
H13 -0.5445 -2.9557 0.6603  0.136
H14 -2.5881 0.2099 0.0720  -0.089
H15 0.6367 2.6355 -0.2289  0.249
C5 0.2338 0.3874 -2.1584  0.088

Summary:
charge	+1
Kohn-Sham gap	9.55	eV
LUMO energy	-3.596	eV

=====

*D*
DFT (ωB97M-V/def2-TZVPD) results for a gas-phase ion, C5H15NP (charge +1).

Last column: Löwdin charge in e.
Geometry (Å):
H1 -1.7326 1.2898 1.0150  0.120
H2 0.0607 2.1211 1.1984  0.150
N1 0.0546 0.5415 -0.0010  -0.448
P1 0.1734 -1.9167 -1.9539  0.875
H3 1.2472 -0.2042 1.4138  0.108
C1 -0.6979 -0.1039 -1.1070  -0.220
H4 -1.1099 2.4114 -0.0586  0.113
H5 -0.4698 -0.5429 1.7563  0.144
H6 -0.2077 -4.1220 -1.4930  -0.023
C2 1.3284 1.1288 -0.5383  0.005
H7 2.0400 1.2895 0.3128  0.130
C3 -0.7735 1.5964 0.5878  -0.018
C4 0.5996 -3.4435 -1.3432  -0.322
H8 1.0857 1.9910 -1.1793  0.131
H9 -0.6229 0.5430 -1.8900  0.040
H10 0.5237 -1.4402 0.5813  0.016
H11 -0.3407 -2.1305 -3.2716  0.022
H12 1.2389 -3.4827 -0.4800  -0.013
H13 -1.7858 -0.2203 -0.9613  0.106
C5 0.3219 -0.5415 0.9650  0.007
H14 1.8124 0.3237 -1.0857  0.051
H15 1.4490 -1.0410 -1.9546  0.026

Summary:
charge	+1
structure (SMILES)	C=[PH2]C[N+](C)(C)C
Kohn-Sham gap	8.84	eV
LUMO energy	-2.808	eV

=====

Stability ranking, top entry: *B*; the second entry is 83.0 kJ/mol less favorable.